Record 1
12
Properties=species:S:1:pos:R:3:forces:R:3:mulliken_spin:R:1 method="wB97M-V/def2-TZVPD" total_charge=-1 spin_multiplicity=2 energy_ha=-877.30277 gap_ha="0.072 / 0.318" relative_energy_kcal_mol=31.0 s2=0.75 homo_ha="0.0412 / -0.2000"
S 3.098275 -1.699636 0.595716 1.104 -0.178 0.181 0.7526
H 1.847973 -1.623811 0.189899 -0.829 -0.117 -0.446 0.0034
H 3.526641 -2.604180 -0.363884 -0.331 0.333 0.251 -0.2521
C -0.438288 0.807100 1.244343 -0.529 1.505 0.033 0.7915
S -1.076874 -0.481190 0.213176 -0.010 -0.807 -0.489 -0.2944
C -1.405878 0.404873 -1.318578 -0.314 0.530 0.030 0.7900
H -0.906287 0.701084 2.222128 0.631 -0.244 0.264 -0.0640
H -0.816755 1.787937 0.919780 -0.050 -0.226 -0.185 -0.0713
H 0.645397 0.913308 1.223720 0.063 -0.407 0.349 -0.2565
H -0.667650 1.174519 -1.540082 0.265 -0.180 0.084 -0.1282
H -1.435552 -0.291166 -2.152544 0.011 -0.153 0.051 -0.1425
H -2.371003 0.911166 -1.233672 -0.012 -0.057 -0.122 -0.1284

---

Record 2
12
Properties=species:S:1:pos:R:3:forces:R:3:mulliken_charge:R:1 method="wB97M-V/def2-TZVPD" smiles=CS.CS energy_ha=-877.33786 gap_ha=0.358 relative_energy_kcal_mol=13.1 homo_ha=-0.3282
C -2.306891 0.582968 1.655865 -0.001 0.183 0.568 -0.7940
S -1.114272 0.015062 0.413776 0.016 -0.214 0.040 -0.1624
H -3.334286 0.530403 1.307475 0.070 0.195 -0.162 0.2935
H -2.042123 1.563479 2.048414 -0.215 0.228 -0.447 0.2823
H -2.265857 -0.039338 2.549301 0.233 -0.465 -0.277 0.2742
H -1.715381 0.461730 -0.701860 -0.086 0.057 0.246 0.1216
C 2.397597 -0.727197 -0.941732 1.634 -2.440 -0.399 -0.7465
S 1.770104 -0.221498 -2.574177 -0.177 0.036 0.854 -0.1400
H 2.147551 -0.035271 -0.170596 -0.240 0.438 0.386 0.2693
H 3.500227 -0.810117 -1.021913 -0.495 0.402 0.104 0.2808
H 2.124440 -1.785653 -0.649831 -0.277 1.284 -0.346 0.2649
H 0.838892 0.465433 -1.914720 -0.462 0.296 -0.567 0.0564

---

Record 3
12
Properties=species:S:1:pos:R:3:forces:R:3:mulliken_spin:R:1 method="wB97M-V/def2-TZVPD" total_charge=+1 spin_multiplicity=2 energy_ha=-877.00828 gap_ha="0.361 / 0.230" relative_energy_kcal_mol=19.7 s2=0.75 homo_ha="-0.5682 / -0.5606"
C -2.582518 -0.079879 0.784064 -0.233 0.249 0.267 0.0050
H -3.031945 -0.586680 -0.060505 -0.156 -0.083 -0.028 -0.0008
H -3.287278 0.611520 1.252956 0.063 -0.027 -0.291 0.0009
H -2.278595 -0.781525 1.548248 0.048 -0.349 0.069 0.0001
H -1.701074 0.457980 0.454966 -0.399 0.149 -0.227 -0.0005
C 2.587367 -0.101707 -1.270920 0.049 -2.008 0.634 -0.0184
S 0.836018 -0.467996 -0.857398 0.580 1.818 1.369 0.7859
S 0.666084 0.136827 1.191872 1.176 -0.339 -1.408 0.1310
H 3.067388 -1.032436 -0.856456 -0.046 0.499 -0.686 0.0541
H 2.669174 -0.092826 -2.368814 -0.098 0.001 0.434 0.0089
H 3.123522 0.695584 -0.755775 -0.811 0.384 -0.041 0.0072
H -0.068145 1.241136 0.937764 -0.174 -0.294 -0.092 0.0266

---

Record 4
13
Properties=species:S:1:pos:R:3:forces:R:3:mulliken_charge:R:1 method="wB97M-V/def2-TZVPD" smiles=CSS.CS energy_ha=-1275.50653 gap_ha=0.348 relative_energy_kcal_mol=25.3 homo_ha=-0.3251
C 0.633854 -1.928892 -2.071965 -1.142 -1.426 2.489 -0.7319
S 1.253553 -0.258775 -2.142241 1.700 -0.288 0.255 -0.0230
S -0.211992 1.014919 -2.484634 -1.139 0.526 -0.925 -0.1926
H -0.343483 -2.083011 -2.547889 0.859 -0.114 -1.211 0.3158
H 0.213991 -2.129987 -1.030842 1.095 0.331 -0.675 0.2455
H 1.493829 -2.673810 -2.194501 -1.452 1.095 -0.436 0.2531
H -0.772889 1.242430 -1.296021 0.077 -0.126 0.519 0.1315
C -0.948071 -0.186191 4.613760 1.078 -3.780 1.442 -0.7933
S -0.684221 0.365064 2.985963 -0.247 1.415 -1.461 -0.1926
H -0.023225 -0.286687 5.249504 -0.660 0.199 -0.946 0.2682
H -1.617649 0.306162 5.207401 -1.725 2.093 1.137 0.3425
H -1.451352 -1.221765 4.646425 1.017 1.204 -0.513 0.2577
H -1.331353 1.597848 2.969732 0.538 -1.131 0.328 0.1190

---

Record 5
13
Properties=species:S:1:pos:R:3:forces:R:3:mulliken_charge:R:1 method="wB97M-V/def2-TZVPD" smiles=CSS.CS energy_ha=-1275.50883 gap_ha=0.314 relative_energy_kcal_mol=23.9 homo_ha=-0.3146
C 2.071653 0.358342 -1.846969 0.731 -1.716 1.206 -0.7516
S 1.824596 -0.480826 -0.176671 0.299 2.164 0.356 -0.0313
S 1.583749 1.377199 0.996436 0.653 -2.079 -0.019 -0.2411
H 1.788092 1.388264 -1.673797 -0.834 -0.154 -0.791 0.3130
H 1.525937 -0.430195 -2.365431 -0.696 1.239 -0.931 0.2423
H 3.079688 0.342566 -2.271861 0.153 -0.057 0.672 0.2837
H 2.316289 0.832039 2.018647 -0.339 0.602 -0.467 0.1706
C -2.329426 -0.140647 0.989260 -0.018 1.369 0.054 -0.7352
S -2.578356 -1.489154 -0.177336 -0.041 -0.368 1.009 -0.1796
H -3.151469 0.067152 1.686927 0.064 -0.576 -0.204 0.3377
H -1.399808 -0.246370 1.540734 0.033 -0.144 0.005 0.2421
H -2.238722 0.793302 0.428013 0.115 -0.168 -0.163 0.2397
H -2.492217 -2.371668 0.852053 -0.119 -0.110 -0.727 0.1099

---

Record 6
13
Properties=species:S:1:pos:R:3:forces:R:3:mulliken_charge:R:1 method="wB97M-V/def2-TZVPD" smiles=CSC.SS energy_ha=-1275.53538 gap_ha=0.330 relative_energy_kcal_mol=7.2 homo_ha=-0.3153
C -0.062262 2.226857 1.569504 0.030 0.303 0.320 -0.8914
S 1.399984 1.892188 0.577176 0.079 -0.017 -0.164 -0.0912
C 2.628515 1.699988 1.899518 -0.237 -0.555 -0.220 -0.7308
H -0.931765 1.976855 0.980318 -0.238 -0.040 -0.180 0.2966
H -0.114901 3.277232 1.854465 -0.003 0.040 -0.081 0.3326
H -0.088200 1.642442 2.486789 0.071 -0.239 -0.077 0.3014
H 2.181695 2.112708 2.803826 0.478 0.158 -0.008 0.2496
H 2.793947 0.630938 2.037316 0.045 0.066 0.204 0.2413
H 3.582906 2.146044 1.614835 -0.264 0.231 0.192 0.2973
S -2.047689 -1.520663 -1.964969 -0.367 -0.037 0.210 -0.1819
S -0.812035 -2.351985 -0.538344 -0.065 0.232 -0.140 -0.1590
H -1.355131 -1.783285 -3.073903 0.299 -0.057 -0.092 0.1628
H -0.264153 -1.187605 -0.152715 0.173 -0.086 0.036 0.1727

---

Record 7
14
Properties=species:S:1:pos:R:3:forces:R:3:mulliken_charge:R:1 method="wB97M-V/def2-TZVPD" smiles=CSS.CSS energy_ha=-1673.73700 gap_ha=0.348 relative_energy_kcal_mol=0.9 homo_ha=-0.3331
C 2.791225 -0.096821 0.507718 -0.537 0.185 0.219 -0.7347
S 1.820506 0.289295 -0.977384 0.259 -0.120 -0.029 -0.0678
S 1.246982 -1.605484 -1.529141 0.063 0.168 -0.184 -0.1775
H 3.307604 0.805799 0.833828 0.060 0.029 -0.183 0.2777
H 2.105870 -0.392746 1.300330 0.091 -0.125 0.034 0.2607
H 3.496240 -0.888362 0.294050 0.158 -0.058 -0.014 0.3204
H 0.002170 -1.576363 -1.043718 -0.131 -0.048 0.165 0.1191
C -2.568193 -0.051024 -0.520538 -0.089 0.650 -0.122 -0.7001
S -2.973485 1.168317 0.756934 0.156 -0.084 0.107 -0.0776
S -1.195071 1.196474 1.796065 -0.148 0.090 -0.195 -0.2003
H -2.106900 -0.900711 -0.040337 0.043 -0.304 -0.084 0.2182
H -3.492298 -0.308538 -1.025885 -0.207 -0.240 0.067 0.3231
H -1.922674 0.412217 -1.266048 0.204 -0.155 0.106 0.2758
H -0.511976 1.947944 0.914127 0.080 0.012 0.114 0.1631

---

Record 8
14
Properties=species:S:1:pos:R:3:forces:R:3:mulliken_charge:R:1 method="wB97M-V/def2-TZVPD" smiles=CSS.CSS energy_ha=-1673.67988 gap_ha=0.286 relative_energy_kcal_mol=36.7 homo_ha=-0.2906
C -2.924642 -0.506216 -1.276807 -0.472 -0.864 1.510 -0.6979
S -1.885206 0.155788 0.085184 0.603 2.074 -0.084 -0.0309
S -1.409902 -0.647555 2.012717 -0.669 -1.150 -0.217 -0.2629
H -2.279457 -0.817571 -2.088862 -0.043 -0.112 -0.035 0.2304
H -3.591263 -1.290627 -0.919192 0.146 -0.216 -0.288 0.3035
H -3.571138 0.334872 -1.511787 0.221 0.109 -0.184 0.2717
H -0.669669 0.423208 2.349110 -0.175 0.108 -0.478 0.1652
C 2.317570 -0.926867 0.486233 1.044 0.909 -0.283 -0.5845
S 2.661814 0.659716 -0.381332 -0.856 -0.202 -0.449 -0.0678
S 0.938951 0.654250 -1.595652 0.982 0.138 -0.359 -0.2170
H 2.907871 -1.698116 0.003206 -0.275 -0.244 -0.117 0.2990
H 2.743061 -0.770049 1.476266 -0.486 -0.242 0.242 0.2630
H 1.250126 -1.081448 0.428778 -0.087 -0.262 0.424 0.1587
H 0.420093 1.849874 -1.285234 0.067 -0.047 0.319 0.1695